{"formula": "C45H67ClLaN3OP2S", "method": "the ωB97M-V functional and the def2-TZVPD basis", "symbols": ["La", "C", "C", "C", "P", "C", "C", "C", "C", "C", "C", "C", "C", "C", "N", "C", "C", "C", "C", "C", "C", "P", "C", "C", "C", "C", "C", "C", "H", "H", "H", "H", "H", "H", "H", "H", "H", "H", "H", "H", "H", "H", "H", "H", "H", "H", "H", "H", "H", "H", "H", "H", "H", "H", "H", "H", "H", "H", "H", "H", "H", "H", "H", "H", "C", "C", "C", "C", "C", "C", "C", "C", "C", "C", "C", "C", "N", "C", "C", "C", "C", "C", "N", "C", "C", "C", "C", "H", "H", "H", "H", "H", "H", "H", "H", "H", "H", "H", "H", "H", "H", "H", "H", "H", "H", "H", "H", "H", "H", "H", "H", "H", "H", "H", "H", "H", "O", "H", "H", "S", "Cl"], "positions_angstrom": [[1.65454, 0.19806, -1.15340], [2.54014, -4.20819, 3.09046], [2.01848, -3.72813, 1.71291], [2.89180, -4.30023, 0.55156], [2.16289, -1.85335, 1.47445], [3.56937, -1.10134, 2.57906], [4.96855, -1.53231, 2.14508], [3.29996, -1.17654, 4.06332], [0.75976, -1.18934, 2.44730], [-0.18020, -1.88439, 3.17221], [-1.27105, -1.31925, 3.85995], [-1.30420, 0.07979, 3.85214], [-0.42148, 0.81200, 3.11291], [0.66932, 0.22372, 2.38339], [1.46665, 0.96361, 1.54969], [2.18318, 1.98784, 2.15789], [2.40985, 2.09687, 3.57386], [3.19001, 3.13196, 4.11539], [3.55620, 4.18392, 3.33792], [3.35017, 4.17026, 1.96342], [2.71144, 3.07933, 1.35018], [2.23426, 3.12012, -0.42681], [0.75342, 4.29891, -0.26013], [-0.29754, 3.61776, 0.52812], [0.21377, 4.76824, -1.64196], [3.36408, 4.03045, -1.52170], [3.47277, 5.54173, -1.51803], [4.79309, 3.44087, -1.60769], [2.82943, -5.24587, 3.08788], [3.41763, -3.62875, 3.41626], [1.74945, -4.10303, 3.87091], [0.94677, -3.93019, 1.74838], [3.97588, -4.10284, 0.86156], [2.70722, -5.38762, 0.42016], [2.55959, -3.67712, -0.28977], [3.36087, -0.17573, 2.16689], [5.16423, -2.55807, 2.50567], [4.96305, -1.58577, 1.06352], [5.76890, -0.86871, 2.48774], [3.86128, -2.00120, 4.53077], [3.55639, -0.21030, 4.50071], [2.26564, -1.40722, 4.30602], [-0.10870, -2.95312, 3.19708], [-1.92597, -1.87265, 4.56297], [-2.07717, 0.66863, 4.42071], [-0.58239, 1.93536, 3.10425], [2.08872, 1.24313, 4.22939], [3.41512, 3.13745, 5.17714], [4.01053, 5.02836, 3.80310], [3.70575, 4.92254, 1.28138], [1.26208, 5.04684, 0.37579], [-0.66633, 2.85279, -0.05686], [-0.07282, 3.32061, 1.54803], [-1.13219, 4.31396, 0.63408], [-0.07234, 3.82696, -2.11460], [-0.63955, 5.30038, -1.30176], [0.92079, 5.45421, -2.19380], [2.97642, 3.72539, -2.50407], [4.31183, 5.78124, -0.80550], [3.73700, 5.89509, -2.49095], [2.64480, 6.19200, -1.19672], [5.47695, 3.89916, -0.92462], [4.80539, 2.34365, -1.50147], [5.19858, 3.61114, -2.59438], [-3.88790, 1.58727, 1.73167], [-4.66748, 2.02000, 0.51300], [-3.66053, 2.77182, -0.43127], [-5.28836, 0.89637, -0.22155], [-6.69934, 0.77222, -0.15531], [-7.39934, -0.09805, -0.94584], [-6.71325, -0.95262, -1.77154], [-5.29944, -0.94158, -1.81365], [-4.68609, -1.98895, -2.70525], [-4.30330, -3.23105, -1.88186], [-3.59236, -1.48347, -3.62988], [-4.63710, -0.02107, -1.00531], [-3.22334, -0.08466, -1.05792], [-2.67329, -0.99909, -0.30561], [-1.42593, -1.75040, -0.49038], [-1.26319, -3.00073, 0.00808], [-0.23602, -3.60036, -0.74246], [0.08221, -2.69409, -1.74664], [-0.66767, -1.54205, -1.62234], [0.68868, -3.08502, -3.04111], [-0.45207, -3.59669, -3.91711], [1.61685, -4.27927, -2.85356], [1.44066, -1.96477, -3.74004], [-3.45653, 2.53232, 2.16187], [-3.11559, 0.94867, 1.59064], [-4.44266, 1.18042, 2.63556], [-5.50218, 2.67792, 0.77160], [-2.84493, 2.06848, -0.66080], [-3.34449, 3.72873, 0.01984], [-4.18388, 2.96237, -1.40255], [-7.22921, 1.51888, 0.48117], [-8.46728, -0.11877, -0.85861], [-7.25584, -1.64179, -2.45089], [-5.51972, -2.17285, -3.41210], [-3.32377, -3.53009, -2.19785], [-5.05591, -3.98514, -1.99503], [-4.34064, -2.94039, -0.87215], [-2.64933, -1.45082, -3.13621], [-3.97750, -0.57559, -4.12490], [-3.44656, -2.19525, -4.43766], [-3.23975, -1.41734, 0.51377], [-1.79420, -3.44684, 0.84709], [0.20147, -4.55594, -0.63318], [-1.09315, -4.19691, -3.30219], [-0.00018, -4.14657, -4.74448], [-1.03140, -2.79949, -4.32665], [1.16292, -5.13146, -2.40554], [2.39908, -3.95503, -2.18197], [2.05049, -4.68939, -3.75874], [0.79918, -1.10100, -3.94315], [1.74588, -2.34382, -4.70240], [2.36610, -1.61518, -3.26627], [-1.00079, 1.53789, -2.11453], [-1.71938, 0.87449, -2.13799], [-0.49339, 1.45175, -2.98210], [4.23099, -0.13271, -1.48206], [1.35770, 1.68361, -3.88305]], "gap_ev": 5.5, "de_lowest_kj_mol": 226.4, "homo_ev": -1.33, "multiplicity": 1, "total_charge": -2}

{"formula": "C9H26N4O3Rb", "method": "the ωB97M-V functional and the def2-TZVPD basis", "symbols": ["Rb", "C", "C", "C", "O", "C", "N", "H", "H", "H", "H", "H", "H", "H", "H", "H", "H", "H", "C", "C", "C", "O", "C", "N", "H", "H", "H", "H", "H", "H", "H", "H", "H", "H", "H", "C", "O", "N", "N", "H", "H", "H", "H"], "positions_angstrom": [[-17.50289, 9.45031, -35.44666], [-19.19293, 9.45332, -32.24538], [-17.91007, 8.99165, -31.43721], [-17.97648, 7.62942, -30.72010], [-18.99553, 7.71957, -29.82760], [-19.20094, 6.46923, -29.11895], [-16.82191, 8.78596, -32.42180], [-19.18063, 8.89545, -33.18171], [-19.06225, 10.51259, -32.46662], [-20.11235, 9.29792, -31.68092], [-17.63335, 9.81546, -30.77928], [-17.03204, 7.48966, -30.19417], [-18.06048, 6.77609, -31.39306], [-20.07450, 6.50952, -28.46828], [-18.47008, 6.34671, -28.31962], [-19.36696, 5.61152, -29.77078], [-16.13541, 8.85921, -31.68462], [-16.89582, 7.80143, -32.63480], [-18.01148, 8.27570, -40.46490], [-18.35310, 8.57195, -39.02697], [-19.84522, 8.76194, -38.66299], [-20.06921, 8.72219, -37.19506], [-21.38942, 9.01958, -36.82766], [-17.74690, 7.49834, -38.26256], [-16.92272, 8.22503, -40.47673], [-18.32531, 9.10253, -41.10205], [-18.52510, 7.34977, -40.72365], [-17.69161, 9.41922, -38.84619], [-20.50471, 8.01896, -39.11149], [-20.13575, 9.76714, -38.96835], [-21.50610, 10.09145, -36.98757], [-21.54339, 8.74692, -35.78360], [-22.13214, 8.44755, -37.38377], [-18.29322, 7.48014, -37.41325], [-17.95086, 6.62168, -38.72078], [-18.24434, 5.99293, -34.43569], [-18.59888, 6.76929, -35.30033], [-16.99180, 5.80188, -34.05020], [-19.07961, 5.15481, -33.76341], [-16.78104, 4.95848, -33.53606], [-16.18066, 6.24035, -34.46241], [-18.70203, 4.57660, -33.02638], [-20.08591, 5.16484, -33.84913]], "gap_ev": 9.5, "de_lowest_kj_mol": 165.0, "homo_ev": -12.23, "multiplicity": 1, "total_charge": 1}

{"formula": "C19H38Br2NO31S8", "method": "the ωB97M-V functional and the def2-TZVPD basis", "symbols": ["C", "C", "Br", "C", "Br", "S", "O", "O", "N", "S", "O", "O", "C", "O", "C", "O", "C", "C", "O", "H", "H", "H", "H", "H", "H", "H", "H", "H", "H", "H", "H", "H", "H", "C", "C", "O", "S", "O", "O", "O", "H", "H", "H", "H", "C", "C", "O", "S", "O", "O", "O", "H", "H", "H", "H", "C", "C", "O", "S", "O", "O", "O", "H", "H", "H", "H", "C", "C", "O", "S", "O", "O", "O", "H", "H", "H", "H", "C", "C", "O", "S", "O", "O", "O", "H", "H", "H", "H", "C", "C", "O", "S", "O", "O", "O", "H", "H", "H", "H"], "positions_angstrom": [[1.73220, 2.51044, 1.85797], [1.20476, 1.31612, 0.86212], [1.76632, -0.42701, 1.75893], [-0.42204, 1.23827, 0.67409], [-1.34132, 0.80013, 2.41490], [-1.20069, 2.72725, -0.15334], [-0.99397, 2.76365, -1.71674], [-0.62127, 4.10651, 0.34933], [-2.89751, 2.74148, 0.30724], [-3.78584, 1.43692, -0.44007], [-4.88471, 2.12429, -1.34131], [-2.93029, 0.45153, -1.27315], [-4.73321, 0.35226, 0.81578], [-4.68724, -1.06548, 0.39543], [-4.06567, -1.92269, 1.41689], [-3.36889, -3.03011, 0.68489], [-1.90580, -2.84139, 0.74321], [-1.15262, -3.48910, -0.60146], [0.32142, -3.42751, -0.33093], [2.76125, 2.28242, 2.39160], [0.89610, 2.76132, 2.64309], [1.83589, 3.48422, 1.17489], [1.79207, 1.32519, -0.16817], [-0.62757, 0.31071, -0.04846], [-4.36849, 0.53924, 1.91201], [-5.86879, 0.70323, 0.73983], [-3.28896, -1.38443, 2.11062], [-4.84747, -2.44406, 2.14047], [-1.51515, -3.37213, 1.73004], [-1.59482, -1.70389, 0.75740], [-1.37901, -2.72614, -1.47379], [-1.52228, -4.57854, -0.84614], [0.49940, -3.69299, 0.63008], [-10.80026, 0.52227, 2.23529], [-9.63862, 0.13040, 1.32604], [-8.49595, 0.77858, 1.88008], [-8.67316, 0.87283, 3.49876], [-7.94919, -0.22693, 4.09672], [-8.48727, 2.24807, 3.89947], [-10.26496, 0.52555, 3.55765], [-11.15447, 1.53308, 2.00872], [-11.63544, -0.17961, 2.16376], [-9.79568, 0.44365, 0.29116], [-9.46171, -0.94994, 1.35614], [-4.56841, -7.69387, -2.61716], [-3.42186, -8.69983, -2.56058], [-2.32141, -8.04721, -3.18977], [-2.42420, -6.44406, -2.90731], [-1.56645, -6.12738, -1.78700], [-2.35371, -5.75166, -4.17302], [-3.96925, -6.41971, -2.38757], [-5.03101, -7.67892, -3.60929], [-5.33338, -7.89697, -1.86295], [-3.66144, -9.63378, -3.07451], [-3.13869, -8.91678, -1.52517], [0.36866, 6.39586, 5.97887], [-0.87337, 6.02274, 5.17398], [-0.39073, 5.24011, 4.08433], [0.92409, 4.40701, 4.57181], [0.50329, 3.07210, 4.93519], [2.00017, 4.66798, 3.64426], [1.20684, 5.24200, 5.94321], [0.90890, 7.22393, 5.50876], [0.12717, 6.65994, 7.01193], [-1.41260, 6.90028, 4.80941], [-1.55224, 5.39788, 5.76392], [6.32412, 3.82449, -0.25751], [5.50407, 2.81432, -1.05550], [5.63502, 1.58420, -0.34666], [5.78258, 1.90357, 1.24603], [4.48095, 1.75556, 1.85839], [6.96471, 1.23535, 1.73843], [6.10389, 3.49638, 1.11327], [7.39344, 3.71663, -0.46600], [6.01748, 4.85476, -0.45699], [5.86038, 2.70723, -2.08280], [4.44355, 3.08732, -1.06500], [7.72349, -0.72902, -4.47480], [8.92204, -0.54459, -3.54788], [9.41348, 0.76391, -3.82917], [8.16161, 1.72080, -4.25059], [7.75069, 2.46696, -3.08203], [8.47015, 2.34624, -5.51551], [7.06938, 0.53833, -4.50884], [8.04591, -0.97333, -5.49210], [7.03884, -1.50195, -4.11549], [9.69936, -1.29330, -3.71813], [8.61525, -0.57137, -2.49694], [2.33309, -1.33116, -2.82564], [3.49474, -1.72303, -3.73489], [4.63740, -1.07485, -3.18085], [4.46020, -0.98061, -1.56217], [5.18416, -2.08036, -0.96422], [4.64608, 0.39463, -1.16146], [2.86840, -1.32788, -1.50329], [1.97888, -0.32035, -3.05221], [1.49792, -2.03305, -2.89717], [3.33767, -1.40978, -4.76977], [3.67165, -2.80337, -3.70480]], "gap_ev": 7.3, "de_lowest_kj_mol": 817.0, "homo_ev": -5.63, "multiplicity": 1, "total_charge": -1}